# 1
The following is a DFT calculation (ωB97M-V with the def2-TZVPD basis set) of C32H45FeIN7O5SSi as an isolated structure.

CARTESIAN COORDINATES (ANGSTROEM)
I (-3.502, 0.917, -4.575)
Fe (-0.939, 0.647, 0.345)
S (-1.721, -1.929, 0.674)
Si (-2.424, 4.584, 0.081)
O (-2.614, 1.258, 3.956)
O (-1.022, 0.459, -1.565)
O (0.050, -0.223, 3.833)
O (2.226, 3.155, -2.029)
O (1.220, -0.240, 0.725)
N (-1.157, 0.891, 2.218)
N (1.432, 1.550, -0.614)
N (-3.097, 0.799, 0.502)
N (-0.543, 2.452, -2.553)
N (0.629, -3.111, 0.730)
N (-0.017, -2.133, -1.279)
N (0.998, 2.737, 1.985)
C (1.932, 0.522, 0.051)
C (-0.234, -2.405, 0.014)
C (-0.762, 0.485, -3.882)
C (1.277, -3.661, -2.707)
C (-5.287, 0.162, -0.147)
C (-2.383, 1.001, 2.790)
C (3.748, 1.460, -1.143)
C (0.475, -3.322, 2.156)
C (-3.720, 4.721, 1.476)
C (2.399, 2.181, -1.329)
C (2.265, 1.402, 3.518)
C (1.436, -5.695, 2.399)
C (3.367, 2.202, 3.343)
C (-0.034, 0.707, 3.041)
C (-0.111, 3.076, 1.321)
C (-4.780, 0.512, 2.162)
C (1.596, -4.201, 2.695)
C (2.647, -5.211, -4.150)
C (2.597, -3.862, -3.445)
C (-3.231, 3.951, -1.519)
C (1.068, 1.634, 2.840)
C (-1.445, 6.218, -0.113)
C (1.439, -6.052, 0.916)
C (-5.700, 0.191, 1.176)
C (-0.740, 1.114, -2.642)
C (-3.475, 0.791, 1.780)
C (1.228, -2.306, -1.992)
C (2.118, 3.509, 1.771)
C (-1.040, 3.449, 0.624)
C (-3.975, 0.491, -0.440)
C (3.446, 0.397, -0.098)
C (3.279, 3.278, 2.426)
H (-0.554, 6.072, -0.717)
H (-0.390, 2.821, -1.623)
H (0.582, -5.619, 0.406)
H (-2.032, 7.006, -0.574)
H (1.829, -5.292, -4.862)
H (4.279, 2.023, 3.887)
H (-3.601, 0.481, -1.454)
H (1.395, -7.132, 0.801)
H (2.726, -3.059, -4.173)
H (-0.435, 0.991, -4.768)
H (-0.692, -1.487, -1.680)
H (2.557, -6.019, -3.428)
H (0.505, -6.045, 2.851)
H (-6.718, -0.055, 1.433)
H (1.133, -4.461, -1.976)
H (1.995, 4.310, 1.058)
H (-5.952, -0.121, -0.947)
H (1.614, -4.074, 3.777)
H (3.713, -0.619, -0.389)
H (2.347, -5.700, 0.428)
H (1.556, -3.259, 0.355)
H (0.450, -3.710, -3.417)
H (0.465, -2.352, 2.671)
H (3.585, -5.327, -4.687)
H (-3.367, 2.872, -1.486)
H (-0.039, 2.919, -3.287)
H (-0.500, -3.787, 2.328)
H (4.126, 3.916, 2.238)
H (4.514, 2.175, -0.846)
H (-4.212, 4.398, -1.659)
H (2.285, 0.544, 4.170)
H (2.075, -2.214, -1.303)
H (-2.635, 4.181, -2.396)
H (2.556, -3.850, 2.303)
H (-0.897, -0.577, -3.935)
H (-5.035, 0.530, 3.210)
H (-1.119, 6.572, 0.861)
H (4.041, 1.032, -2.102)
H (3.905, 0.611, 0.870)
H (-4.199, 3.766, 1.675)
H (1.310, -1.495, -2.720)
H (-3.262, 5.062, 2.400)
H (-4.500, 5.433, 1.215)
H (3.420, -3.792, -2.730)
H (2.258, -6.220, 2.893)

Forces on atoms 1 to 2 (eV/Å):
I 0.178 -0.019 0.146
Fe 0.255 -0.887 -1.596

Summary:
HOMO-LUMO gap (spin up / spin down), eV: 3.88 / 4.87
LUMO (spin up / spin down), eV: -2.6 / -2.6
Spin multiplicity: 6
⟨S²⟩: 8.775
E_HOMO (spin up / spin down), eV: -6.5 / -7.4
Electronic energy, eV: -115785.05567
Energy relative to the best compared isomer or geometry (same formula, charge and spin), kcal/mol: 18.12



# 2
The following is a DFT calculation (ωB97M-V with the def2-TZVPD basis set) of C32H45N3O2P2V as an isolated structure.

CARTESIAN COORDINATES (ANGSTROEM)
V (0.370, -0.581, -0.717)
P (-2.343, -0.371, 0.065)
P (2.550, -0.230, 0.303)
O (-0.757, -0.257, 0.674)
O (-0.404, -1.931, -1.806)
N (0.508, 1.287, -1.121)
N (-0.899, -2.545, -0.652)
N (-1.994, -2.136, -0.091)
C (1.362, 3.531, -0.503)
C (3.867, -0.785, -2.013)
C (1.384, -5.446, -0.643)
C (-4.510, 3.821, -2.274)
C (-0.274, -3.753, -0.275)
C (-0.639, -4.363, 0.924)
C (2.596, 1.560, 0.080)
C (-2.040, 3.465, -2.680)
C (-3.214, 3.095, -2.035)
C (5.391, -0.550, -0.024)
C (2.369, 4.304, 0.038)
C (0.736, -4.295, -1.068)
C (3.605, 2.372, 0.602)
C (-4.143, -1.160, 2.134)
C (1.035, -6.058, 0.552)
C (-3.159, 1.983, -1.212)
C (4.014, -1.000, -0.504)
C (3.532, 3.753, 0.575)
C (-5.321, -0.154, -0.834)
C (-3.482, 1.290, 2.057)
C (-3.950, -0.854, -0.928)
C (2.610, -2.157, 2.253)
C (-3.611, -1.068, -2.405)
C (1.460, 2.129, -0.549)
C (-3.060, -0.149, 1.762)
C (3.450, 0.103, 3.034)
C (-2.007, 1.242, -0.929)
C (2.501, -0.638, 2.099)
C (-0.865, 2.807, -2.388)
C (4.632, 4.619, 1.124)
C (-0.789, 1.770, -1.448)
C (0.019, -5.512, 1.327)
H (3.895, -2.068, -0.294)
H (1.546, -6.955, 0.875)
H (5.526, -0.690, 1.048)
H (-5.505, 0.365, 0.106)
H (-0.264, -5.984, 2.259)
H (2.357, -2.444, 3.275)
H (0.054, 3.105, -2.876)
H (-5.460, 0.563, -1.645)
H (-4.105, -1.844, -0.497)
H (-6.109, -0.904, -0.942)
H (3.875, 0.280, -2.254)
H (5.563, 0.500, -0.262)
H (2.167, -5.869, -1.261)
H (-3.480, -0.109, -2.915)
H (-2.186, -0.362, 2.378)
H (-5.090, -0.970, 1.633)
H (4.497, -0.126, 2.827)
H (2.244, 5.382, 0.046)
H (-1.425, -3.920, 1.518)
H (4.695, -1.258, -2.543)
H (-4.372, 1.584, 1.499)
H (2.938, -1.213, -2.397)
H (-4.361, 4.901, -2.300)
H (-2.039, 4.278, -3.398)
H (-4.324, -1.101, 3.210)
H (3.314, 1.182, 2.974)
H (4.462, 1.907, 1.076)
H (-4.954, 3.528, -3.229)
H (5.364, 4.022, 1.670)
H (4.240, 5.375, 1.805)
H (3.628, -2.502, 2.056)
H (0.482, 4.024, -0.885)
H (-2.699, -1.648, -2.546)
H (-4.426, -1.598, -2.906)
H (1.931, -2.690, 1.582)
H (-2.687, 1.997, 1.820)
H (3.247, -0.202, 4.063)
H (-5.234, 3.597, -1.491)
H (-3.718, 1.385, 3.120)
H (1.474, -0.347, 2.350)
H (5.162, 5.143, 0.325)
H (-3.831, -2.178, 1.900)
H (6.162, -1.133, -0.533)
H (-4.079, 1.680, -0.748)
H (0.993, -3.819, -2.001)

Forces on atoms 1 to 2 (eV/Å):
V 0.231 0.088 0.012
P 0.052 0.016 0.010

Summary:
HOMO-LUMO gap (spin up / spin down), eV: 7.22 / 7.40
LUMO (spin up / spin down), eV: 0.5 / 0.1
Spin multiplicity: 4
⟨S²⟩: 3.777
E_HOMO (spin up / spin down), eV: -6.8 / -7.3
Electronic energy, eV: -86743.37958



# 3
The following is a DFT calculation (ωB97M-V with the def2-TZVPD basis set) of C32H46AuN8O2SbSi as an isolated structure.

CARTESIAN COORDINATES (ANGSTROEM)
Au (0.041, 0.283, 0.140)
Sb (0.099, 0.024, 2.975)
Si (2.941, 0.746, -1.482)
O (1.954, -0.206, -0.640)
O (-5.129, -0.184, -3.955)
N (-1.416, 2.006, -0.220)
N (-2.448, 3.565, -1.317)
N (-6.634, -0.944, -5.368)
N (-0.573, -3.477, -2.189)
N (-0.894, -1.762, -0.777)
N (-6.910, 0.401, -5.106)
N (-2.722, 3.816, -0.017)
N (-1.823, -3.507, -1.672)
C (2.732, 2.562, -1.043)
C (-5.545, 4.659, -2.608)
C (-5.845, 2.125, -3.686)
C (-1.042, -1.823, 2.980)
C (-3.531, -4.091, -3.373)
C (3.080, 0.347, 2.617)
C (-5.004, -3.425, -5.649)
C (-6.802, 4.214, -2.998)
C (4.735, 0.293, -1.191)
C (-1.677, 2.483, -1.422)
C (-3.631, -4.980, -4.434)
C (-6.013, 0.796, -4.278)
C (-4.589, 2.574, -3.303)
C (-5.588, -1.236, -4.683)
C (-4.892, -2.522, -4.595)
C (2.115, -0.755, 3.054)
C (2.628, 0.612, -3.332)
C (-1.610, 0.935, 5.329)
C (-2.791, -4.493, -2.118)
C (2.536, -1.374, 4.382)
C (-0.150, 0.601, 5.042)
C (-6.957, 2.951, -3.540)
C (-1.996, -2.479, -0.837)
C (-4.431, 3.847, -2.767)
C (-2.474, -1.525, 2.535)
C (0.757, 1.788, 5.356)
C (-1.026, -2.625, 4.276)
C (-3.059, 4.343, -2.384)
C (-0.045, -2.417, -1.619)
C (-4.368, -4.650, -5.565)
C (-2.072, 2.860, 0.606)
C (-4.158, -2.855, -3.464)
H (4.917, -0.755, -1.443)
H (-2.053, 2.763, 1.680)
H (2.521, -0.641, 5.192)
H (-2.497, -0.920, 1.624)
H (-5.429, 5.647, -2.178)
H (2.715, -0.424, -3.672)
H (3.563, -1.747, 4.310)
H (0.527, 2.644, 4.716)
H (1.621, 0.960, -3.584)
H (-2.271, 0.080, 5.179)
H (1.694, 2.876, -1.204)
H (-4.438, -5.350, -6.387)
H (-7.928, 2.590, -3.852)
H (-3.488, -4.653, -1.295)
H (2.824, 0.717, 1.625)
H (-1.629, -3.534, 4.172)
H (4.103, -0.042, 2.575)
H (-1.450, -2.056, 5.107)
H (-3.731, 1.925, -3.437)
H (-3.027, -0.978, 3.303)
H (-0.022, -2.933, 4.565)
H (-1.311, 2.087, -2.356)
H (-7.664, 4.856, -2.873)
H (0.155, -0.264, 5.636)
H (0.620, 2.112, 6.394)
H (-3.129, -5.938, -4.378)
H (-3.025, -2.455, 2.348)
H (1.813, 1.553, 5.221)
H (5.014, 0.438, -0.144)
H (-2.247, -5.420, -2.283)
H (-0.548, -2.396, 2.189)
H (-1.732, 1.268, 6.365)
H (-2.378, 4.297, -3.235)
H (-1.966, 1.745, 4.686)
H (3.081, 1.188, 3.317)
H (-3.102, 5.374, -2.040)
H (2.972, 2.753, 0.006)
H (-4.087, -2.141, -2.651)
H (3.376, 3.199, -1.658)
H (0.968, -2.077, -1.778)
H (5.398, 0.908, -1.807)
H (1.905, -2.211, 4.682)
H (-2.913, -2.296, -0.298)
H (2.101, -1.520, 2.271)
H (3.342, 1.214, -3.903)
H (-5.584, -3.152, -6.521)

Forces on atoms 1 to 2 (eV/Å):
Au 0.035 0.684 0.268
Sb 0.026 -0.165 -0.377

Summary:
HOMO-LUMO gap, eV: 7.22
LUMO, eV: -0.1
Spin multiplicity: 1
E_HOMO, eV: -7.3
Electronic energy, eV: -68054.54013
Energy relative to the best compared isomer or geometry (same formula, charge and spin), kcal/mol: 27.29